1.
Entry from the Open Molecules 2025 dataset: a structure of composition C21H42AsF6O21 (ωB97M-V/def2-TZVPD).

```
91
Properties=species:S:1:pos:R:3
As -0.0923 0.1529 0.6991
F 0.9463 1.5618 0.4731
F 1.2545 -0.8335 0.0533
F -1.2377 -1.2215 0.9292
F -1.2797 1.3745 1.3697
F -0.5921 0.3789 -1.0519
F 0.5133 -0.1276 2.3519
C -3.4999 -8.2875 -6.4739
O -3.2607 -7.9892 -5.1329
C -2.6316 -6.8297 -4.7722
O -2.0236 -6.0336 -5.5248
O -2.7139 -6.6760 -3.4804
C -2.0082 -5.5304 -2.8929
H -4.2873 -7.6085 -6.8011
H -3.9745 -9.2678 -6.5173
H -2.7326 -8.1228 -7.2303
H -2.3178 -4.5826 -3.3333
H -0.9262 -5.6444 -2.9593
H -2.1540 -5.5143 -1.8128
C -4.9931 -0.7538 -5.5083
O -5.8234 0.3334 -5.8805
C -7.1624 0.2596 -5.7049
O -7.7312 -0.6258 -5.1029
O -7.7613 1.2447 -6.4196
C -9.0839 1.6374 -6.2481
H -4.5546 -1.2889 -6.3506
H -5.5359 -1.5018 -4.9305
H -4.2246 -0.4817 -4.7848
H -9.3892 2.1944 -7.1340
H -9.1700 2.3068 -5.3922
H -9.8122 0.8388 -6.1068
C -2.2750 4.8529 -2.8569
O -2.9232 5.5337 -1.7895
C -2.2315 5.8609 -0.6726
O -1.0112 5.5544 -0.5717
O -3.0489 6.4291 0.2395
C -2.5013 7.1195 1.3485
H -1.3899 5.3905 -3.1971
H -2.7885 4.7080 -3.8074
H -1.9455 3.9121 -2.4160
H -1.7642 6.5192 1.8819
H -3.3571 7.3156 1.9944
H -2.1229 8.0810 1.0016
C 0.4187 3.5803 6.0780
O 0.6767 4.8108 6.8046
C 1.1755 5.9242 6.0617
O 1.7993 5.8590 4.9822
O 1.1067 7.0505 6.8716
C 1.4453 8.3725 6.3319
H -0.1970 3.0295 6.7891
H 1.3450 3.0145 5.9788
H -0.0913 3.8387 5.1500
H 1.3079 9.1341 7.0994
H 0.9920 8.7183 5.4029
H 2.5058 8.4388 6.0892
C 5.6523 -0.9134 -2.1806
O 5.3011 0.4482 -1.9183
C 4.5056 1.0867 -2.7727
O 4.1758 2.2603 -2.5415
O 4.0876 0.3413 -3.8228
C 3.3094 0.7109 -4.9356
H 4.9599 -1.6726 -1.8167
H 6.5394 -1.2317 -1.6329
H 6.0151 -1.1178 -3.1879
H 2.2492 0.7192 -4.6827
H 3.2707 -0.0089 -5.7532
H 3.5845 1.7156 -5.2566
C 8.2777 2.7079 5.2165
O 7.0201 2.9701 4.5824
C 6.2557 2.1179 3.8878
O 5.4719 2.4209 3.0417
O 6.5551 0.8787 4.3054
C 5.6163 -0.1578 4.0820
H 8.9359 2.8467 4.3588
H 8.3518 1.7580 5.7460
H 8.4838 3.4895 5.9477
H 5.8989 -1.0726 4.6029
H 5.3840 -0.2241 3.0191
H 4.7673 0.2280 4.6464
C -1.0799 -9.0131 2.4999
O -1.0204 -7.6062 2.9182
C 0.0270 -7.2862 3.6562
O 1.1624 -7.7804 3.5090
O -0.3126 -6.2560 4.4680
C 0.6465 -5.2715 4.8543
H -1.1596 -9.2310 1.4349
H -2.0685 -9.4071 2.7353
H -0.3667 -9.7291 2.9083
H 0.6565 -5.5001 5.9200
H 0.2874 -4.3125 4.4810
H 1.6934 -5.3187 4.5547
```

Computed properties:
* 2S+1: 1
* charge: -1
* E_tot: -5240.4370 a.u.

---

2.
Entry from the Open Molecules 2025 dataset: the ion C21H42ClN4O3S with charge +1 (ωB97M-V/def2-TZVPD).

```
72
Properties=species:S:1:pos:R:3
C -1.8591 4.7395 1.0786
C -2.9887 3.6532 1.3955
C -2.2736 2.3025 1.8944
O -0.8996 2.2044 1.4773
C -0.6825 1.0906 0.5877
C -1.5526 1.3495 -0.7164
C -2.7807 0.3921 -0.8875
C -4.2678 0.9638 -0.8052
N -2.6489 -0.8812 -1.1086
C -0.7355 -0.3879 1.2544
C 0.5104 -1.1448 0.6187
C 1.4230 -2.0855 1.5156
C 0.7918 -2.5069 2.9003
C -0.1448 -3.7929 2.8462
C -0.9969 -3.9558 1.5211
N -1.5923 -5.3470 1.5436
N 1.1390 -0.1348 -0.3031
C 2.5060 -0.3784 -0.8643
C 2.4492 -0.1903 -2.4656
C 2.3802 -1.6101 -3.1741
C 1.1841 -1.7676 -4.2184
S 1.6474 -2.9150 -5.6085
O 0.5987 -2.7561 -6.6621
O 1.6191 -4.3452 -5.1572
Cl 3.5162 -2.4804 -6.3790
C 0.9179 1.1677 0.4342
C 1.5365 2.4849 -0.1619
C 2.2835 3.4120 0.8740
C 2.3288 3.2302 2.4252
N 2.9206 4.4378 0.3958
H -2.2625 5.7963 1.1438
H -1.0168 4.7030 1.8328
H -1.4851 4.6134 0.0203
H -3.5126 3.3741 0.4279
H -3.7610 4.0216 2.1194
H -2.8918 1.3841 1.6749
H -2.2579 2.3883 3.0277
H -0.8893 1.1789 -1.6282
H -1.8950 2.4230 -0.8110
H -4.9986 0.2649 -1.3154
H -4.3616 1.9465 -1.3645
H -4.6153 1.0853 0.2553
H -3.5744 -1.3182 -1.1636
H -1.7315 -0.9173 1.2441
H -0.6643 -0.1036 2.3525
H 0.0078 -1.8766 -0.0868
H 2.4185 -1.5613 1.6561
H 1.6333 -3.0208 0.9184
H 0.2561 -1.6743 3.4384
H 1.6637 -2.7805 3.5735
H -0.7789 -3.7624 3.7852
H 0.5042 -4.7207 2.9364
H -1.8653 -3.2367 1.5195
H -0.3740 -3.9125 0.5876
H -1.0002 -5.9260 0.9319
H -1.3925 -5.7337 2.4767
H 0.5483 -0.2419 -1.1454
H 3.2801 0.3607 -0.5099
H 2.9031 -1.4119 -0.6982
H 1.6568 0.5388 -2.7900
H 3.4414 0.2668 -2.7537
H 2.2707 -2.4728 -2.4461
H 3.3631 -1.8101 -3.7027
H 0.7747 -0.7947 -4.5978
H 0.3612 -2.3220 -3.6705
H 1.2261 0.8512 1.4786
H 2.2326 2.3248 -1.0314
H 0.6677 3.0919 -0.5687
H 3.4186 3.2171 2.7385
H 1.8818 2.2762 2.8102
H 1.8570 4.0747 3.0021
H 2.8198 4.4626 -0.6293
```

Computed properties:
* SMILES string: [H]/N=C(/C)C[C@@H]1[N@@H+](CCCCS(=O)(=O)Cl)[C@@H](CCCCN)C[C@@]1(C/C(C)=N/[H])OCCC
* 2S+1: 1
* charge: +1
* E_tot: -2128.0516 a.u.

---

3.
Entry from the Open Molecules 2025 dataset: a structure of composition C21H42MgO35P3V2 (ωB97M-V/def2-TZVPD).

```
104
Properties=species:S:1:pos:R:3
O -3.7855 -1.3769 1.8922
V -2.2452 -1.4594 1.7243
O 1.9537 -1.7855 2.6684
V 1.3102 -2.0098 1.2292
Mg 1.6161 0.1937 -0.9549
P -0.5240 -0.1517 0.1391
O 0.3452 1.0759 -0.0705
O -0.2644 -0.7363 1.5995
O 0.4488 -1.1624 -0.4682
O -2.0489 -0.2074 0.1062
P 3.4631 -1.4840 -0.3451
O 4.9345 -1.4895 -0.6267
O 2.7638 -0.4086 0.5027
O 2.8655 -2.7749 0.2058
O 3.0338 -0.8213 -1.7027
P -0.9989 -3.9488 2.0153
O 0.5143 -3.7764 1.7663
O -1.7002 -3.3017 0.8169
O -1.6745 -2.9043 2.9728
O -1.6768 -5.3032 1.7606
C -2.2634 2.9558 0.5821
O -2.8414 3.5908 -0.5436
C -4.0574 4.1417 -0.4215
O -4.7438 4.0600 0.6333
O -4.4432 4.5815 -1.6128
C -5.7488 5.0893 -1.7642
H -2.7647 1.9883 0.6099
H -2.4061 3.5406 1.4908
H -1.2073 2.6868 0.5682
H -6.5680 4.3704 -1.7760
H -5.8606 5.7639 -2.6131
H -5.9201 5.7379 -0.9051
C 3.5875 2.7514 -3.9050
O 4.1870 3.0642 -2.6009
C 3.7488 2.5347 -1.5001
O 2.7135 1.8776 -1.3203
O 4.5249 2.9526 -0.4965
C 4.2401 2.5503 0.8092
H 3.7748 1.7106 -4.1693
H 3.9573 3.4208 -4.6816
H 2.5318 3.0226 -3.9000
H 3.2769 2.8719 1.2053
H 5.0166 2.9946 1.4320
H 4.3296 1.4643 0.8357
C -3.8816 -4.5671 -4.8651
O -3.6875 -4.7779 -3.4414
C -3.1302 -3.8192 -2.6390
O -2.9646 -3.9075 -1.4672
O -2.6199 -2.8061 -3.3498
C -1.7415 -1.7968 -2.8469
H -3.8847 -5.5691 -5.2943
H -3.1079 -3.9558 -5.3296
H -4.7797 -4.0173 -5.1463
H -0.9094 -2.3427 -2.4023
H -2.1082 -1.3937 -1.9029
H -1.3086 -1.0044 -3.4576
C 3.2529 2.6281 6.7684
O 2.2916 2.3580 5.8338
C 2.3979 2.6942 4.5408
O 3.2877 3.2957 3.9611
O 1.2831 2.1522 3.9455
C 1.0630 2.0841 2.5465
H 2.7315 2.5173 7.7192
H 3.6121 3.6362 6.5618
H 4.0107 1.8812 6.5320
H 1.8598 1.5785 2.0010
H 1.2060 3.1184 2.2335
H 0.1339 1.6856 2.1391
C 1.5810 -6.1086 0.2889
O 1.5403 -5.3067 -0.9121
C 0.3669 -5.0355 -1.5087
O -0.7556 -5.3511 -1.0986
O 0.5978 -4.2345 -2.5455
C 1.7455 -3.4986 -2.9748
H 2.3949 -5.8003 0.9452
H 1.8043 -7.0818 -0.1482
H 0.6382 -6.1385 0.8350
H 1.8076 -2.8678 -2.0881
H 1.6061 -2.9418 -3.9015
H 2.7314 -3.9614 -3.0196
C -3.7213 2.2424 4.7580
O -2.7384 1.4661 5.3814
C -2.0113 0.4847 4.7215
O -2.1069 0.0772 3.5538
O -1.1365 0.0342 5.6209
C -0.1606 -0.9190 5.3411
H -3.4931 2.4116 3.7057
H -3.7155 3.2023 5.2745
H -4.7336 1.8642 4.9004
H -0.4112 -1.9740 5.4526
H 0.6057 -0.8267 6.1108
H 0.3478 -0.8699 4.3782
C -0.2013 2.9163 -2.4350
O 0.1962 2.3769 -3.7083
C 0.6565 1.2018 -3.8504
O 0.8649 0.3347 -2.9649
O 1.0392 1.1119 -5.1291
C 1.6691 -0.1406 -5.5493
H -0.8038 3.8243 -2.4118
H 0.6534 3.0777 -1.7781
H -0.8345 2.1984 -1.9137
H 1.4778 -0.9849 -4.8871
H 2.7462 -0.0508 -5.6910
H 1.3518 -0.2941 -6.5807
```

Computed properties:
* 2S+1: 3
* charge: -3
* E_tot: -6571.4918 a.u.